1.
Entry from the OMol25 dataset: a cluster of 2 separate species, C3H10N2O2 in total (ωB97M-V/def2-TZVPD).

Structure (ORCA input):
```
! wB97M-V def2-TZVPD RIJCOSX def2/J DEFGRID3
* xyz 0 1
O 1.3119 -0.5770 1.2408
O 0.6070 -1.3116 -1.4817
N -1.5782 0.9504 -0.2174
N -1.3460 -0.9062 1.3338
C 0.6245 0.1308 0.3474
C 1.2905 1.2566 -0.3550
C -0.7768 -0.1487 0.2363
H 1.2203 2.1505 0.2771
H 2.2539 -0.5678 1.0194
H -1.9473 1.4828 0.5638
H -2.3442 0.6473 -0.8037
H 0.9254 -1.7367 -2.2913
H -2.1931 -1.3790 1.0409
H -0.5004 -0.9098 -0.7710
H -0.6789 -1.5770 1.7021
H 0.7903 1.4624 -1.2951
H 2.3412 1.0331 -0.5464
*
```

Properties
Calculated total energy ... -10345.644 eV
HOMO-LUMO gap ... 8.639 eV
E_LUMO ... 0.017 Ha
Energy relative to the best compared isomer or geometry (same formula, charge and spin) ... 370.9 kJ/mol
Highest occupied orbital energy ... -8.163 eV

***

2.
Entry from the OMol25 dataset: the molecule C3H10N2O2 at a distorted geometry (ωB97M-V/def2-TZVPD).

Structure (ORCA input):
```
! wB97M-V def2-TZVPD RIJCOSX def2/J DEFGRID3
* xyz 0 1
O 1.2731 -0.2899 -1.2838
O -0.6605 -1.3064 -0.7616
N 0.1718 -1.0855 2.0310
N 0.9890 -1.0405 0.8675
C -0.9227 1.6385 -1.0214
C 0.3198 -0.4357 -0.2630
C -0.2723 0.9209 0.1542
H -0.9976 0.7345 0.9438
H -0.5782 -1.7725 1.9378
H -0.7250 -1.1521 -1.7096
H 0.5402 1.5173 0.5705
H 0.7652 -1.3485 2.8110
H -1.2427 2.6326 -0.7203
H -1.7943 1.0875 -1.3674
H -0.2189 1.7328 -1.8461
H 1.3010 -1.9714 0.5725
H 2.0521 0.1385 -0.9152
*
```

Properties
Calculated total energy ... -10347.759 eV
HOMO-LUMO gap ... 10.234 eV
E_LUMO ... 0.033 Ha
Energy relative to the best compared isomer or geometry (same formula, charge and spin) ... 166.8 kJ/mol
Highest occupied orbital energy ... -9.323 eV

***

3.
Entry from the OMol25 dataset: a cluster of 2 separate species, C3H10N2O2 in total at a distorted geometry (ωB97M-V/def2-TZVPD).

Structure (ORCA input):
```
! wB97M-V def2-TZVPD RIJCOSX def2/J DEFGRID3
* xyz 1 2
O -1.4395 -1.7798 0.8366
O 0.6164 2.5083 1.2629
N 2.1700 -0.4737 -1.6535
N -1.7834 0.4586 0.8811
C 0.6914 -0.4277 -1.5710
C 0.2971 -0.4029 -0.1469
C -1.0926 -0.6850 0.4642
H -1.3279 1.2984 0.9811
H 0.1100 2.0927 0.5200
H 0.2449 -1.4045 -1.9527
H 2.2812 -1.4474 -2.1562
H -2.5364 0.3835 1.5801
H 0.7025 0.5667 0.2597
H 1.4626 2.7787 1.0210
H 2.6609 0.0791 -2.2959
H 0.1076 0.2786 -2.2718
H 0.7973 -1.2541 0.4470
*
```

Properties
Calculated total energy ... -10337.418 eV
HOMO-LUMO gap (alpha / beta) ... 9.760 / 4.510 eV
E_LUMO (alpha / beta) ... -0.170 / -0.354 Ha
Energy relative to the best compared isomer or geometry (same formula, charge and spin) ... 335.1 kJ/mol
Highest occupied orbital energy (alpha / beta) ... -14.387 / -14.146 eV

***

4.
Entry from the OMol25 dataset: a structure of composition C3H10N2O3 at a distorted geometry (ωB97M-V/def2-TZVPD).

Structure (ORCA input):
```
! wB97M-V def2-TZVPD RIJCOSX def2/J DEFGRID3
* xyz -1 2
O 0.2347 -1.6763 1.4831
O 2.2029 -0.5111 -1.0720
O 2.5287 -0.6122 2.0967
N -1.7896 1.8380 -0.6684
N -0.8801 -0.1751 -0.1534
C -1.3220 1.0528 0.3629
C -1.7108 1.0872 -1.8919
C -1.2069 -0.1374 -1.4778
H 1.8143 -0.8803 -0.2940
H 1.6314 -1.0105 1.7639
H -2.1557 2.7903 -0.6394
H 2.6023 0.3523 -0.9026
H -1.0448 -1.0040 -2.1506
H 3.2251 -1.2534 2.1519
H -0.4700 -1.8252 2.0955
H -1.0094 1.3668 1.3930
H -0.4543 -1.0105 0.6080
H -2.1959 1.6088 -2.7049
*
```

Properties
Calculated total energy ... -12394.221 eV
HOMO-LUMO gap (alpha / beta) ... 3.816 / 8.252 eV
E_LUMO (alpha / beta) ... 0.151 / 0.145 Ha
Energy relative to the best compared isomer or geometry (same formula, charge and spin) ... 137.0 kJ/mol
Highest occupied orbital energy (alpha / beta) ... 0.286 / -4.293 eV

***

5.
Entry from the OMol25 dataset: a cluster of 2 separate species, C3H10N2O3 in total at a distorted geometry (ωB97M-V/def2-TZVPD).

Structure (ORCA input):
```
! wB97M-V def2-TZVPD RIJCOSX def2/J DEFGRID3
* xyz 0 1
O -1.9388 1.4678 -0.3146
O 1.5285 2.2498 0.0895
O -1.1262 -1.4209 1.2284
N 1.1566 -1.7259 0.3438
N -0.5324 -0.5922 -0.8143
C 0.9884 0.9350 0.3329
C 0.5841 0.3148 -1.0539
C -0.1648 -1.7255 0.1028
H -0.5748 -2.6688 -0.3532
H 1.5403 -2.6238 0.7475
H -2.7473 1.7930 -0.7399
H 1.7133 0.2923 0.7557
H 0.0461 1.1106 -1.6334
H -1.3841 -0.0723 -0.9043
H 0.0784 1.1175 0.8796
H 1.4552 -0.1981 -1.4132
H 1.1718 2.8265 0.8029
H -1.8223 -0.8698 0.8352
*
```

Properties
Calculated total energy ... -12387.287 eV
HOMO-LUMO gap ... 4.515 eV
E_LUMO ... -0.156 Ha
Energy relative to the best compared isomer or geometry (same formula, charge and spin) ... 911.6 kJ/mol
Highest occupied orbital energy ... -8.760 eV

***

6.
Entry from the OMol25 dataset: a cluster of 2 separate species, C3H10N2O3 in total at a distorted geometry (ωB97M-V/def2-TZVPD).

Structure (ORCA input):
```
! wB97M-V def2-TZVPD RIJCOSX def2/J DEFGRID3
* xyz 0 1
O 2.5897 -1.7646 0.8895
O -1.3655 -0.4920 0.0544
O -4.1075 0.8639 -0.3079
N -0.5287 1.0045 -2.0880
N 0.5779 -0.6639 1.1607
C -0.1755 -0.2322 0.0922
C 0.4339 0.4891 -1.0829
C 1.9532 -0.5243 1.2931
H -1.2575 1.4682 -1.5567
H 2.3161 -0.3401 2.3105
H -0.9838 0.1680 -2.4409
H 1.0559 -0.2550 -1.5812
H 3.4225 -1.9059 1.3696
H -3.2393 0.4584 -0.1153
H 2.4017 0.2912 0.7049
H 1.0373 1.3676 -0.8275
H -4.2787 1.4495 0.4138
H 0.1484 -1.3824 1.7115
*
```

Properties
Calculated total energy ... -12395.875 eV
HOMO-LUMO gap ... 10.525 eV
E_LUMO ... 0.018 Ha
Energy relative to the best compared isomer or geometry (same formula, charge and spin) ... 82.9 kJ/mol
Highest occupied orbital energy ... -10.033 eV